1.
# C33H56N2O21

9 unconnected molecules or ions with the total composition C33H56N2O21 (ωB97M-V/def2-TZVPD, OMol25).

The geometry in ORCA input format:
```
! wB97M-V def2-TZVPD RIJCOSX def2/J DEFGRID3
* xyz 0 1
C 4.45 1.72 5.86
C 3.19 2.56 6.00
C 3.03 3.78 5.13
O 1.81 3.50 4.47
C 1.31 2.40 4.80
O 0.18 2.03 4.40
O 2.13 1.74 5.59
H 4.60 1.33 4.83
H 4.37 0.93 6.60
H 5.29 2.29 5.98
H 3.02 2.78 7.03
H 3.88 3.80 4.38
H 2.93 4.66 5.76
C 2.33 7.14 1.64
C 2.18 5.74 2.18
C 1.13 4.91 1.37
O 1.96 3.78 1.02
C 3.20 3.89 1.36
O 4.03 3.00 1.20
O 3.42 5.07 1.91
H 2.58 7.01 0.61
H 3.17 7.62 2.13
H 1.48 7.81 1.71
H 2.06 5.74 3.27
H 0.82 5.28 0.44
H 0.36 4.41 1.92
C -2.21 -2.36 1.74
C -0.87 -1.87 2.21
C -0.77 -1.81 3.67
O -0.40 -3.12 4.00
C 0.20 -3.72 3.03
O 0.85 -4.79 3.05
O -0.01 -2.94 1.97
H -2.92 -1.52 1.74
H -2.62 -3.16 2.33
H -2.14 -2.77 0.76
H -0.48 -1.03 1.66
H -1.64 -1.47 4.20
H 0.08 -1.24 4.00
C -1.46 4.70 -3.64
C -1.01 3.69 -4.68
C -1.27 2.19 -4.20
O -1.49 1.52 -5.38
C -1.75 2.39 -6.34
O -1.99 2.06 -7.53
O -1.66 3.62 -5.89
H -2.53 4.77 -3.52
H -1.09 5.69 -3.94
H -1.02 4.53 -2.63
H 0.05 3.87 -4.97
H -2.11 2.08 -3.55
H -0.38 1.74 -3.68
C -1.32 1.71 1.51
O -2.31 0.77 1.02
C -2.22 0.46 -0.29
O -1.49 1.19 -1.28
O -3.04 -0.56 -0.72
C -3.09 -1.06 -2.03
H -0.33 1.25 1.35
H -1.47 1.93 2.56
H -1.42 2.63 0.88
H -2.83 -0.25 -2.75
H -4.03 -1.44 -2.37
H -2.33 -1.73 -2.19
C 1.60 1.74 -1.26
O 1.32 0.60 -2.03
C 0.90 -0.52 -1.46
O 1.03 -0.72 -0.06
O 0.38 -1.42 -2.23
C 0.14 -2.74 -1.63
H 1.26 2.59 -1.88
H 2.64 1.98 -1.01
H 0.96 1.92 -0.43
H -0.38 -2.70 -0.68
H 1.19 -3.08 -1.34
H -0.24 -3.55 -2.18
C 3.04 -2.72 5.53
O 2.28 -1.88 4.81
C 2.89 -1.05 3.91
O 4.27 -0.81 3.90
O 2.06 -0.43 3.04
C 2.68 0.60 2.35
H 3.52 -3.37 4.80
H 2.45 -3.34 6.23
H 3.81 -2.15 6.04
H 3.48 0.17 1.74
H 3.26 1.22 2.99
H 2.01 1.29 1.79
C -3.04 -1.60 -7.32
C -1.71 -1.82 -6.70
C -1.69 -1.94 -5.12
C -2.67 -2.86 -4.56
N -3.43 -3.60 -4.08
H -3.89 -2.08 -6.83
H -3.03 -1.93 -8.36
H -3.31 -0.52 -7.49
H -1.07 -0.94 -6.98
H -1.24 -2.68 -7.23
H -1.88 -1.01 -4.73
H -0.68 -2.16 -4.82
C -2.60 -5.17 -1.10
C -2.68 -6.25 -2.26
C -2.29 -7.66 -1.81
C -3.18 -8.42 -0.81
N -3.80 -9.02 -0.02
H -3.09 -5.40 -0.17
H -2.97 -4.14 -1.45
H -1.58 -4.98 -0.87
H -1.97 -5.99 -3.06
H -3.64 -6.31 -2.76
H -1.28 -7.69 -1.44
H -2.21 -8.31 -2.73
*
```

Values from the calculation:
* structure (SMILES): C[C@H]1COC(=O)O1.C[C@H]1COC(=O)O1.C[C@H]1COC(=O)O1.C[C@H]1COC(=O)O1.COC(=O)OC.COC(=O)OC.COC(=O)OC.CCCC#N.CCCC#N

2.
# C38H38BClO2S

2 unconnected molecules or ions with the total composition C38H38BClO2S (ωB97M-V/def2-TZVPD, OMol25).

The geometry in ORCA input format:
```
! wB97M-V def2-TZVPD RIJCOSX def2/J DEFGRID3
* xyz 0 1
C -3.59 5.75 2.81
C -2.75 4.67 2.23
C -2.33 4.49 0.93
C -1.60 3.27 0.74
C -1.40 2.58 1.91
B -0.74 1.05 1.98
C 0.87 1.39 2.12
C 1.67 1.31 1.00
C 3.02 1.69 1.07
C 3.56 2.07 2.31
Cl 5.25 2.36 2.44
C 2.74 2.19 3.43
C 1.38 1.85 3.32
O -1.31 0.36 3.08
C -2.54 -0.15 2.56
C -2.83 -1.41 3.36
C -3.70 0.78 2.83
C -2.28 -0.31 0.98
C -1.73 -1.66 0.61
C -3.50 -0.04 0.10
O -1.23 0.61 0.71
S -2.00 3.44 3.27
H -4.04 6.35 2.02
H -4.40 5.32 3.42
H -2.98 6.40 3.44
H -2.57 5.17 0.12
H -1.25 2.96 -0.24
H 1.25 0.97 0.05
H 3.65 1.67 0.19
H 3.17 2.52 4.37
H 0.73 1.97 4.18
H -3.68 -1.97 2.97
H -1.95 -2.05 3.36
H -3.04 -1.13 4.40
H -4.64 0.24 2.61
H -3.70 1.05 3.90
H -3.66 1.69 2.23
H -2.36 -2.49 0.93
H -1.60 -1.74 -0.48
H -0.73 -1.76 1.05
H -4.29 -0.77 0.34
H -3.90 0.98 0.20
H -3.22 -0.19 -0.95
C 6.56 -1.52 1.01
C 5.47 -2.21 0.48
C 4.30 -2.36 1.22
C 4.18 -1.78 2.51
C 2.90 -1.80 3.21
C 1.69 -2.04 2.48
C 0.47 -2.49 2.98
C -0.23 -3.64 2.40
C -1.34 -4.24 3.06
C -2.20 -5.10 2.38
C -1.91 -5.46 1.06
C -0.72 -5.05 0.47
C 0.13 -4.17 1.13
C 2.87 -1.66 4.67
C 1.77 -1.06 5.32
C 1.65 -1.06 6.71
C 2.74 -1.44 7.49
C 3.89 -1.94 6.87
C 3.93 -2.12 5.49
C 5.32 -1.13 3.04
C 6.50 -1.01 2.31
H 7.45 -1.37 0.41
H 5.51 -2.63 -0.52
H 3.48 -2.97 0.84
H 1.77 -1.98 1.39
H 0.14 -2.18 3.97
H -1.55 -3.97 4.10
H -3.10 -5.45 2.88
H -2.60 -6.10 0.51
H -0.44 -5.41 -0.53
H 1.05 -3.84 0.66
H 1.00 -0.58 4.71
H 0.72 -0.73 7.17
H 2.69 -1.36 8.58
H 4.77 -2.18 7.47
H 4.78 -2.62 5.03
H 5.28 -0.71 4.04
H 7.35 -0.50 2.75
*
```

3.
# C3H6N2OS

2 unconnected molecules or ions with the total composition C3H6N2OS (ωB97M-V/def2-TZVPD, OMol25).

The geometry in ORCA input format:
```
! wB97M-V def2-TZVPD RIJCOSX def2/J DEFGRID3
* xyz 0 1
C -0.41 -1.32 -0.14
C -0.89 0.94 0.47
C 0.49 1.22 -0.18
H 0.99 -0.70 1.23
H 1.45 -2.40 0.22
H -0.34 -2.34 -0.75
H -0.66 0.71 1.58
H -1.52 1.85 0.34
H -0.70 1.37 -1.99
N 0.53 -1.52 1.01
N -1.21 -0.29 -0.26
O 1.61 0.97 0.35
S 0.67 1.52 -1.87
*
```

4.
# C4H13N5

2 unconnected molecules or ions with the total composition C4H13N5 (ωB97M-V/def2-TZVPD, OMol25).

The geometry in ORCA input format:
```
! wB97M-V def2-TZVPD RIJCOSX def2/J DEFGRID3
* xyz 2 1
C 0.67 0.64 0.32
C 2.54 -0.16 -0.17
C -2.51 -1.01 -0.77
C -2.34 1.01 0.66
N 0.69 1.77 0.77
N 2.59 -1.45 -0.07
N -0.24 -0.31 0.13
N 3.40 0.70 -0.53
N -1.67 -0.34 0.29
H -3.55 -1.26 -0.40
H -2.52 -0.31 -1.56
H -1.97 -1.85 -1.05
H -1.91 1.77 0.04
H -3.43 0.89 0.45
H -2.12 1.30 1.67
H 1.51 2.33 0.97
H 1.82 -2.07 0.27
H 3.44 -1.89 -0.15
H 0.09 -0.95 -0.59
H 3.12 1.63 -0.42
H 4.18 0.39 -1.01
H -1.80 -0.85 1.14
*
```

HOMO level for every record listed, in sequence, given in eV: -10.219 -6.317 -9.510 -17.844.
Frontier orbital gap for every record listed, in sequence, given in eV: 10.16 3.23 9.54 10.41.
E_LUMO for every record listed, in sequence, given in eV: -0.057 -3.085 0.034 -7.434.